Here is the molecule C3H8N6 from the OMol25 dataset. Energies are from the ωB97M-V functional and the def2-TZVPD basis.

Properties
Energy above the lowest of the compared OMol25 structures with the same formula, charge and spin in eV: 0.199
SMILES: [H]/N=c1\[nH][nH]/c(=N/[H])n1NC
LUMO level in eV: 0.88
E in Ha: -447.589370
E_HOMO in eV: -9.2
Orbital gap in eV: 10.08

```
! RIJCOSX wB97M-V def2-TZVPD def2/J DEFGRID3
* xyz 0 1
C 2.631 -0.230 0.455
C -0.758 -1.088 0.062
C -0.292 1.143 0.047
H 2.620 -1.054 1.148
H 3.600 -0.339 0.021
H 2.559 0.700 0.960
H 1.546 0.412 -1.242
H 0.310 -2.527 -0.473
H -2.678 -0.704 -0.275
H -2.141 1.576 0.715
H -0.194 3.043 -0.420
N 1.503 -0.349 -0.506
N 0.284 -0.126 0.194
N -0.627 -2.283 -0.309
N -1.958 -0.400 0.349
N -1.699 0.977 0.039
N 0.338 2.172 -0.314
*
```

natural (NBO) atomic charge list, values in e, 5 entries:
1 C -0.4168
2 C 0.5553
3 C 0.5476
4 H 0.1980
5 H 0.2058

---

Here is C13H20IrOS3Sb3 as an isolated structure from the OMol25 dataset. Energies are from the ωB97M-V functional and the def2-TZVPD basis.

Properties
Energy above the lowest of the compared OMol25 structures with the same formula, charge and spin in eV: 0.624
LUMO level (spin up / spin down) in eV: -9.86 / -9.86
E in Ha: -2601.643364
E_HOMO (spin up / spin down) in eV: -14.4 / -14.4
Orbital gap (spin up / spin down) in eV: 4.52 / 4.51

```
! RIJCOSX wB97M-V def2-TZVPD def2/J DEFGRID3
* xyz 2 1
Ir 0.607 -2.192 0.448
C 3.193 0.321 2.232
Sb 1.977 0.108 0.527
C 3.272 0.485 -1.084
C 0.999 1.982 0.607
C 0.047 2.209 -0.544
C 0.509 2.855 -1.686
C -0.333 3.111 -2.759
C -1.661 2.721 -2.697
C -2.132 2.079 -1.561
C -1.292 1.817 -0.482
C -1.861 1.144 0.743
Sb -1.776 -0.962 0.595
C -2.966 -1.345 -1.094
C -2.930 -1.565 2.253
H 3.735 1.257 2.106
H 3.895 -0.503 2.332
H 2.566 0.368 3.120
H 3.905 1.318 -0.785
H 2.678 0.757 -1.955
H 3.879 -0.385 -1.315
H 1.835 2.682 0.568
H 0.540 2.073 1.590
H 1.541 3.187 -1.727
H 0.043 3.636 -3.627
H -2.333 2.932 -3.518
H -3.178 1.802 -1.500
H -2.933 1.329 0.840
H -1.386 1.430 1.679
H -3.973 -1.009 -0.849
H -2.978 -2.408 -1.325
H -2.570 -0.785 -1.938
H -3.883 -1.046 2.164
H -2.423 -1.269 3.168
H -3.094 -2.640 2.254
S 2.187 -2.955 -0.983
Sb 3.227 -4.320 0.689
S 1.831 -2.979 2.121
S 2.398 -6.398 0.531
O -0.830 -4.924 0.434
C -0.334 -3.917 0.429
*
```

natural (NBO) atomic charge list, values in e, 5 entries:
1 Ir 0.0668
2 C -0.9693
3 Sb 1.2793
4 C -0.9684
5 C -0.7470

---

Here is C40H36FeN6S as an isolated structure from the OMol25 dataset. Energies are from the ωB97M-V functional and the def2-TZVPD basis.

Properties
Energy above the lowest of the compared OMol25 structures with the same formula, charge and spin in eV: 0.719
LUMO level (spin up / spin down) in eV: 0.11 / 0.01
E in Ha: -3536.234845
E_HOMO (spin up / spin down) in eV: -4.3 / -4.5
Orbital gap (spin up / spin down) in eV: 4.44 / 4.50
⟨S²⟩: 6.043

```
! RIJCOSX wB97M-V def2-TZVPD def2/J DEFGRID3
* xyz 0 5
Fe 1.112 -0.172 -1.341
C 3.714 0.413 0.410
N 2.317 0.709 0.713
C 2.070 2.147 0.808
C 1.102 2.726 -0.200
C 0.687 4.047 -0.074
C -0.198 4.567 -0.999
C -0.643 3.753 -2.034
C -0.181 2.457 -2.094
N 0.679 1.957 -1.198
C 1.804 -0.058 1.851
C 0.424 -0.647 1.658
C -0.319 -1.029 2.762
C -1.510 -1.707 2.566
C -1.922 -1.966 1.272
C -1.136 -1.528 0.223
N 0.022 -0.879 0.409
C 4.046 0.681 -1.035
C 5.198 1.326 -1.444
C 5.463 1.432 -2.802
C 4.570 0.882 -3.704
C 3.431 0.263 -3.217
N 3.170 0.174 -1.910
H 3.869 -0.655 0.571
H 4.408 0.956 1.067
H 3.015 2.687 0.687
H 1.696 2.401 1.805
H 1.042 4.647 0.755
H -0.546 5.589 -0.909
H -1.335 4.118 -2.780
H -0.496 1.764 -2.865
H 1.820 0.536 2.772
H 2.464 -0.914 2.017
H 0.040 -0.803 3.758
H -2.105 -2.027 3.412
H -2.835 -2.507 1.064
H -1.403 -1.702 -0.810
H 5.883 1.731 -0.710
H 6.359 1.931 -3.147
H 4.747 0.930 -4.769
H 2.683 -0.192 -3.858
N -3.893 2.541 -0.120
C -3.145 2.880 0.961
S -1.926 1.886 1.484
N -3.544 4.045 1.547
C -3.031 4.636 2.728
C -1.667 4.806 2.933
C -1.219 5.429 4.086
C -2.119 5.901 5.031
C -3.478 5.740 4.819
C -3.935 5.104 3.675
H -3.602 1.718 -0.620
H -4.432 3.230 -0.617
H -4.458 4.375 1.280
H -0.975 4.434 2.195
H -0.155 5.554 4.245
H -1.761 6.390 5.928
H -4.190 6.101 5.550
H -4.997 4.958 3.519
C 0.448 -1.368 -2.660
C 0.141 -2.565 -2.518
C -0.127 -3.848 -2.035
C -1.166 -4.657 -2.641
C -2.127 -4.062 -3.487
C -3.117 -4.807 -4.101
C -3.198 -6.181 -3.904
C -2.251 -6.792 -3.092
C -1.253 -6.053 -2.479
C 0.579 -4.197 -0.808
C 0.021 -5.025 0.189
C 0.642 -5.219 1.411
C 1.860 -4.616 1.703
C 2.444 -3.817 0.726
C 1.825 -3.610 -0.493
H -2.072 -2.993 -3.659
H -3.836 -4.309 -4.742
H -3.975 -6.764 -4.382
H -2.277 -7.865 -2.946
H -0.506 -6.568 -1.889
H -0.946 -5.480 0.017
H 0.157 -5.843 2.154
H 2.348 -4.779 2.656
H 3.414 -3.364 0.912
H 2.298 -2.981 -1.236
*
```

Mulliken atomic charge list, values in e, 5 entries:
1 Fe 0.8310
2 C -1.4326
3 N 1.0595
4 C -1.7504
5 C 0.5620